The following is a quantum chemistry calculation of one molecule with the formula C3H8N2O2, from the OMol25 dataset.

Cartesian coordinates (Å):
O (1.25787, 1.93674, -0.15592)
C (0.46088, 1.02953, -0.16671)
N (0.38961, 0.09630, -1.17729)
C (-0.12640, -1.24533, -1.09841)
O (0.81254, -2.26455, -1.25787)
C (-0.67824, 0.96198, 0.86407)
N (-0.12777, 0.53463, 2.12924)
H (1.13031, 0.20991, -1.85443)
H (-0.94896, -1.32809, -1.82049)
H (-0.56456, -1.45390, -0.12571)
H (1.28050, -2.11826, -2.09190)
H (-1.43413, 0.27501, 0.51507)
H (-1.08238, 1.97557, 0.92442)
H (0.45872, 1.21596, 2.55874)
H (-0.82799, 0.17450, 2.75720)

SMILES string   NCC(=O)NCO
Lowest unoccupied orbital energy   0.73 eV
Total charge   0
Relative energy (zero: lowest compared OMol25 entry of this formula, charge and spin)   122.33 kJ/mol
Gap between HOMO and LUMO   10.0 eV
M   104.109 g mol⁻¹